Record 1
C20H26Br3Cl5F7LiNNaO18PS2V as an isolated structure in a non-equilibrium geometry, computed with wB97M-V/def2-TZVPD.

Its LUMO energy is -4.94 eV. The value obtained for the total energy is -15160.02213 Ha. The calculation puts the molecular weight at 1294.363 g/mol. As for the gap between HOMO and LUMO: 1.171 eV.

Each line ends with the Löwdin charge.
Atoms and positions in Å:
C (0.00034, 3.55635, 1.36731)  -0.096
C (-0.95391, 2.49817, 0.80247)  -0.233
C (-0.31010, 1.53204, -0.18225)  -0.161
C (0.96825, 0.92358, 0.31743)  -0.167
O (0.78854, 0.29820, 1.59958)  -0.054
C (1.46435, -0.84901, 1.75239)  -0.827
Cl (1.57973, -0.98066, 3.61035)  0.722
O (0.86297, -2.03865, 1.36725)  -0.129
S (2.04707, -3.19911, 1.21269)  0.606
O (1.69091, -4.19306, 2.13726)  -0.223
O (2.09239, -3.60735, -0.13749)  -0.225
O (3.28422, -2.28455, 1.66457)  -0.163
C (2.89102, -0.96024, 1.27623)  -0.347
C (3.86557, 0.12693, 1.64164)  0.011
C (4.63275, 0.67539, 0.45557)  -0.399
O (5.13016, 1.76341, 0.48807)  0.162
O (4.75189, -0.13624, -0.66825)  0.097
C (3.86212, 0.12927, -1.68654)  -0.494
C (3.58582, -1.07795, -2.51920)  0.033
O (3.36509, 1.21363, -1.87053)  0.113
H (0.98932, 3.54711, 0.93599)  0.055
H (-0.43210, 4.53734, 1.21064)  0.050
H (0.04496, 3.43192, 2.44347)  0.073
H (-1.47922, 1.97950, 1.59337)  0.103
H (-1.72514, 3.02518, 0.25737)  0.068
H (-1.02485, 0.74305, -0.40127)  0.125
H (-0.09957, 2.06323, -1.10533)  0.106
H (1.34854, 0.26436, -0.45091)  0.122
H (1.68487, 1.72625, 0.45006)  0.113
H (2.79350, -1.06545, 0.19623)  0.120
H (3.37428, 0.96537, 2.10988)  0.129
H (4.58557, -0.31715, 2.31817)  0.156
H (3.15630, -0.71518, -3.43819)  0.090
H (2.84935, -1.70522, -2.03196)  0.076
H (4.49403, -1.63505, -2.68992)  0.100
C (-4.80866, 1.48437, 1.21996)  0.083
C (-5.68243, 0.77760, 1.94986)  -0.234
C (-7.04002, 1.32059, 2.30496)  -0.313
O (-7.78841, 0.61611, 2.95417)  0.108
C (-7.38467, 2.66079, 1.85689)  0.073
C (-6.50813, 3.36686, 1.13045)  -0.238
C (-5.16313, 2.81407, 0.75433)  -0.304
O (-4.43331, 3.51228, 0.07987)  0.098
O (-6.75529, 4.59214, 0.69064)  0.118
O (-5.41617, -0.43598, 2.40447)  0.056
H (-3.83149, 1.10389, 0.95714)  0.129
H (-8.35582, 3.04749, 2.13117)  0.134
H (-5.95838, 4.86214, 0.19170)  0.120
H (-6.20848, -0.72535, 2.89624)  0.065
N (2.87865, 5.57912, 2.52592)  -0.460
O (3.38720, 6.31181, 3.51866)  0.076
O (3.00670, 4.39904, 2.63878)  0.197
O (2.31883, 6.14580, 1.60402)  0.042
O (0.55281, 9.07653, 6.09824)  -0.428
V (1.53417, 8.36378, 4.97982)  0.994
O (2.41526, 7.62854, 3.60387)  -0.441
C (4.04036, -5.81808, -4.07692)  -0.280
S (2.35842, -5.27292, -3.75372)  0.793
O (2.40596, -3.79341, -3.59100)  -0.565
C (2.23244, -5.96867, -2.10572)  -0.264
H (4.33166, -5.43939, -5.05513)  0.047
H (4.70850, -5.41613, -3.31438)  0.065
H (4.08716, -6.91028, -4.08290)  -0.041
H (3.01549, -5.55713, -1.46951)  0.061
H (2.31778, -7.05296, -2.16665)  0.006
H (1.26002, -5.70014, -1.70054)  0.053
C (2.88038, -9.95348, -4.71200)  -1.622
Br (1.06255, -9.32828, -4.64094)  0.582
Br (3.74242, -9.45177, -6.35846)  0.573
Br (3.88515, -9.36293, -3.18126)  0.641
H (2.85216, -11.03152, -4.68035)  -0.033
F (-0.90531, 4.96982, -3.44858)  -0.264
P (-2.26089, 4.80923, -2.46017)  0.404
F (-3.22985, 5.56614, -1.37625)  -0.178
F (-1.79661, 3.19816, -2.36240)  -0.214
F (-1.19600, 5.06701, -1.24030)  -0.166
F (-3.62459, 4.00289, -2.92786)  -0.178
F (-2.74180, 5.97015, -3.52400)  -0.174
Na (-1.01152, 3.30421, -4.51310)  0.788
Li (0.90630, 8.16161, 2.11537)  0.849
C (-6.04871, -4.20126, 2.46944)  -2.046
Cl (-7.19099, -3.18514, 1.57900)  0.539
Cl (-4.79454, -4.77901, 1.37421)  0.541
Cl (-5.30625, -3.26091, 3.76791)  0.561
Cl (-6.91117, -5.57858, 3.16068)  0.525
F (4.01324, -4.72428, 1.75825)  -0.591

Force components x, y, z for each atom (eV/Å):
C -0.774 -0.007 0.473
C -0.030 0.493 -0.528
C -0.393 -0.191 0.621
C -0.093 0.631 -0.344
O -0.547 -0.075 -1.326
C 0.477 -0.587 2.986
Cl -0.032 0.278 0.165
O 0.358 0.943 -0.922
S 0.435 -3.573 1.241
O -0.853 0.582 1.062
O 0.196 1.359 -1.305
O -0.755 0.491 -0.168
C -0.164 -0.213 -1.228
C 0.070 -0.926 -0.671
C 0.450 1.346 0.149
O -0.050 -0.536 -0.098
O -0.470 -0.065 0.482
C -0.230 0.365 -0.693
C 0.167 0.632 0.079
O 0.245 -0.462 0.569
H 0.266 -0.016 -0.068
H 0.009 0.336 -0.207
H 0.497 -0.079 0.276
H 0.153 -0.300 0.296
H -0.327 0.033 -0.158
H -0.101 -0.171 -0.193
H 0.170 0.021 -0.162
H 0.090 -0.446 0.070
H 0.425 0.018 0.004
H 0.122 0.507 -0.300
H -0.069 0.176 0.295
H 0.239 0.091 0.343
H -0.062 -0.113 -0.390
H -0.025 -0.404 0.184
H 0.095 -0.336 -0.015
C 0.080 0.191 -0.128
C 0.333 -0.023 -0.138
C -0.241 0.416 -0.080
O 0.124 -0.231 0.065
C -0.063 -0.130 0.095
C -0.370 -0.018 0.167
C 0.254 -0.554 0.129
O -0.048 0.244 -0.028
O 0.212 0.085 -0.110
O -0.199 0.128 0.087
H -0.008 -0.041 0.006
H -0.004 0.016 -0.020
H 0.021 0.014 -0.073
H -0.022 -0.108 0.016
N -1.602 -1.537 -2.282
O -1.002 2.618 1.302
O 0.714 0.469 0.548
O -0.074 0.482 0.188
O 1.767 -1.545 -2.607
V -2.576 2.712 5.474
O 1.980 -2.545 -2.340
C 0.161 -0.041 -0.059
S -0.056 -0.224 0.151
O 0.068 0.254 -0.142
C 0.093 -0.067 0.027
H -0.058 0.038 -0.020
H -0.070 0.022 0.055
H -0.073 0.281 -0.021
H -0.034 0.061 0.043
H -0.026 -0.022 -0.067
H 0.011 0.074 -0.017
C -0.011 0.050 0.039
Br 0.042 0.021 -0.008
Br -0.014 0.013 0.014
Br 0.008 -0.295 0.059
H 0.001 -0.042 -0.008
F 0.546 -0.245 -0.087
P -2.341 1.267 1.667
F -0.147 -0.579 -0.286
F 0.892 0.144 0.208
F 0.499 0.091 -0.858
F 0.319 0.494 -0.839
F 0.210 0.116 0.608
Na 0.043 -1.092 -0.471
Li 0.781 -0.845 -0.374
C 0.065 -0.060 -0.021
Cl -0.042 0.014 0.004
Cl -0.009 0.022 0.009
Cl -0.018 -0.064 0.044
Cl -0.016 -0.006 0.008
F 0.410 0.175 -0.447

Record 2
C5H8N as an isolated structure in a non-equilibrium geometry, computed with wB97M-V/def2-TZVPD.

Its net charge is +1. Its LUMO energy is -4.53 eV. The value obtained for the total energy is -249.66130 Ha. The calculation puts the molecular weight at 82.126 g/mol. As for the gap between HOMO and LUMO: 10.355 eV.

Each line ends with the Löwdin charge.
Atoms and positions in Å:
C (0.60737, -0.88092, 0.93794)  -0.037
C (0.41758, 0.14247, 1.97399)  -0.017
C (-0.21931, 0.84681, 0.73979)  -0.071
C (-1.21129, -0.36107, -3.14500)  0.080
C (-0.03587, -0.25242, -2.81659)  -0.005
N (-0.07753, -0.41809, 0.00752)  0.148
H (1.01826, -1.96337, 0.88449)  0.192
H (-1.23969, 1.13865, 0.88099)  0.131
H (0.36818, 1.62935, 0.32539)  0.128
H (-0.33923, -0.05028, 2.63540)  0.109
H (1.41484, 0.62148, 2.18688)  0.165
H (-2.17413, -0.45950, -3.45075)  0.013
H (1.01947, -0.29067, -2.52796)  0.064
H (-0.32052, -0.74970, -0.94196)  0.100

Force components x, y, z for each atom (eV/Å):
C 1.332 -6.269 1.429
C 3.297 1.898 -3.533
C -1.420 0.956 0.245
C 5.005 0.452 1.490
C -1.618 -0.552 -0.717
N -0.491 1.419 -1.029
H -0.252 1.958 0.374
H -0.557 0.308 -0.121
H 0.368 0.631 -0.457
H -1.104 -0.635 2.408
H -1.313 -0.535 0.939
H -2.273 -0.147 -0.690
H -0.922 0.268 -0.559
H -0.054 0.250 0.220

Question: Look up the molecular weight of the second one.
Answer: 82.126 g/mol